## P
# C9H22N2Si

A single C9H22N2Si molecule (ωB97M-V with the def2-TZVPD basis set, the Open Molecules 2025 dataset).

LUMO energy, eV: 0.7332
SMILES: CCC(=C(C)C)[Si](N)(N)C(C)C
Orbital gap, eV: 9.186

The geometry in XYZ format:
```
34
C9H22N2Si, DFT ωB97M-V with the def2-TZVPD basis set
C -1.99348 1.86316 -0.58673
C -1.66054 0.62484 -1.41953
C -0.97860 -0.43246 -0.58179
C -1.67483 -1.26792 0.19850
C -1.02728 -2.30267 1.06479
C -3.17304 -1.25159 0.33612
Si 0.90835 -0.42380 -0.61908
N 1.45468 0.58956 -1.90890
N 1.55627 -2.56939 -0.89734
C 1.84497 0.07380 0.96836
C 1.52654 1.50832 1.38272
C 3.35204 -0.11053 0.80497
H -2.59985 1.59469 0.27500
H -1.07695 2.32925 -0.23025
H -2.54110 2.59090 -1.18358
H -2.57662 0.22858 -1.85972
H -1.00763 0.92478 -2.23700
H 0.02714 -2.41576 0.83968
H -1.51486 -3.26678 0.92189
H -1.14450 -2.03111 2.11457
H -3.67079 -0.75494 -0.49074
H -3.55430 -2.26916 0.40874
H -3.44862 -0.73353 1.25559
H 2.36170 1.02047 -1.82636
H 1.28371 0.31089 -2.86145
H 0.82721 -2.97786 -1.47287
H 2.37788 -2.50963 -1.48996
H 1.52386 -0.58533 1.77794
H 1.77567 2.20807 0.58748
H 0.46626 1.61846 1.61137
H 2.09780 1.78457 2.26789
H 3.74589 0.55735 0.04045
H 3.57159 -1.13424 0.51849
H 3.86917 0.10928 1.73904
```

## Q
# C9H22N2Si

A molecular structure, C9H22N2Si (ωB97M-V with the def2-TZVPD basis set, the Open Molecules 2025 dataset).

LUMO energy, eV: 0.8747
Orbital gap, eV: 8.510

The geometry in XYZ format:
```
34
C9H22N2Si, DFT ωB97M-V with the def2-TZVPD basis set
C 0.11309 -1.04596 -2.65670
C 0.79982 -0.34436 -1.76196
C 2.52008 -0.99088 1.66515
C 0.54969 -2.54067 1.09090
C 0.72736 2.55931 -0.75824
C 0.97157 2.07017 1.54518
C -2.64411 1.12317 -0.85895
C -2.75947 -1.13924 -0.33335
C 0.91025 -1.07680 1.47430
N 0.77888 1.53211 0.29717
N -2.13496 0.12122 0.00158
Si 0.16797 0.00743 -0.05075
H 0.57980 -1.52821 -3.52955
H -0.93393 -1.03334 -2.52876
H 1.80332 -0.11462 -1.98680
H 3.04111 -1.44126 0.79356
H 2.85948 -0.04063 1.50212
H 2.69744 -1.37271 2.62934
H -0.51719 -2.65103 0.87138
H 0.86550 -3.15721 1.97026
H 1.05095 -2.80941 0.12443
H -0.19016 2.28151 -1.29760
H 0.55624 3.43346 -0.22460
H 1.60845 2.66882 -1.41023
H 2.09264 2.32091 1.66309
H 0.31153 2.87991 1.80679
H 0.94247 1.24236 2.22924
H -2.56056 2.16742 -0.43168
H -2.22500 1.17815 -1.87990
H -3.83314 1.02929 -1.04851
H -2.22200 -1.89783 0.33759
H -3.81631 -1.10924 -0.25535
H -2.56301 -1.48970 -1.40722
H 0.45220 -0.83211 2.41806
```

## R
# C9H22N2Si

2 unconnected molecules or ions with the total composition C9H22N2Si (ωB97M-V with the def2-TZVPD basis set, the Open Molecules 2025 dataset).

LUMO energy, eV: 0.9072
SMILES: C=C[Si@H](C(C)C)N(C)C.[H]/N=C\C
Orbital gap, eV: 9.234

The geometry in XYZ format:
```
34
C9H22N2Si, DFT ωB97M-V with the def2-TZVPD basis set
C 0.63754 -2.17070 1.63206
C 1.09010 -0.93406 1.35185
Si 0.05393 0.56973 0.80769
C 0.12118 0.58399 -1.13611
C 1.06801 -0.43286 -1.68875
C 0.60845 1.85156 -1.86984
N 0.80757 2.02796 1.37658
C 0.38835 2.78713 2.56980
C 2.19657 2.23455 1.27593
H 1.06196 -3.12949 1.58945
H -0.44685 -2.44327 1.85950
H 2.10592 -0.75606 1.05213
H -1.31141 0.67856 1.21005
H -0.85630 0.49871 -1.69793
H 0.86926 -0.68390 -2.78567
H 2.12768 -0.15240 -1.64207
H 0.98478 -1.23250 -1.06193
H 0.06203 2.76632 -1.76771
H 0.77055 1.40001 -2.86871
H 1.65645 1.93056 -1.56144
H 1.12813 2.65471 3.31712
H 0.18563 3.97384 2.45948
H -0.44179 2.37238 3.02449
H 2.68438 1.48885 0.48696
H 2.47840 3.23586 1.05370
H 2.73000 2.01374 2.24600
H -1.39824 -2.82072 -1.43947
N -1.79878 -2.96168 -0.52252
C -3.03852 -2.82894 -0.37444
C -4.13025 -2.83963 -1.47432
H -3.53949 -3.03368 0.62913
H -5.00203 -2.29321 -1.11902
H -3.88724 -2.19505 -2.36317
H -4.46910 -3.79003 -1.75694
```

Relative energy of each structure, in kJ/mol: P 0.0; Q 399.4; R 407.6.

## P
# C3H3NO3

A single C3H3NO3 molecule (ωB97M-V with the def2-TZVPD basis set, the Open Molecules 2025 dataset).

LUMO energy, eV: -0.2343
SMILES: [H]/N=C(/C=O)OC=O
Orbital gap, eV: 10.520

The geometry in XYZ format:
```
10
C3H3NO3, DFT ωB97M-V with the def2-TZVPD basis set
H -0.52940 1.67607 -1.66077
N -0.49267 0.65806 -1.72467
C -0.07597 0.14933 -0.65123
C 0.35161 -1.29551 -0.74666
O 1.25443 -1.76236 -0.09734
O 0.29864 0.90940 0.44710
C -0.12249 0.55291 1.69414
O -0.94365 -0.28961 1.92263
H -0.12373 -1.78153 -1.62502
H 0.38325 1.18323 2.44182
```

## Q
# C3H3NO3

A molecular structure, C3H3NO3 (ωB97M-V with the def2-TZVPD basis set, the Open Molecules 2025 dataset).

LUMO energy, eV: 0.3710
Orbital gap, eV: 8.941

The geometry in XYZ format:
```
10
C3H3NO3, DFT ωB97M-V with the def2-TZVPD basis set
C 1.05834 -0.11876 0.21607
C 0.59328 1.10268 0.11584
C -1.13411 0.03579 -0.11144
H 2.55655 -1.38285 -0.08058
H 1.09436 2.09950 -0.18189
H -2.45413 -1.38176 -0.13803
N -0.77368 1.26487 -0.04050
O 2.45745 -0.36297 -0.15102
O -2.33182 -0.48288 -0.01415
O 0.01362 -0.94255 0.08533
```

## R
# C3H3NO3

A single C3H3NO3 molecule (ωB97M-V with the def2-TZVPD basis set, the Open Molecules 2025 dataset).

LUMO energy, eV: -0.0174
SMILES: O=C[C@@H](O)C#[N+][O-]
Orbital gap, eV: 10.313

The geometry in XYZ format:
```
10
C3H3NO3, DFT ωB97M-V with the def2-TZVPD basis set
O -0.25629 -2.15598 -0.02862
C -0.37372 -1.05832 0.37223
C -0.64252 0.11947 -0.38719
O -1.83427 0.81639 0.31797
C 0.93033 0.43159 -0.50685
N 2.02502 0.45210 -0.06300
O 3.19549 0.52659 0.20231
H -0.07424 -0.84737 1.43852
H -1.10300 0.03755 -1.36189
H -1.86680 1.67798 0.01653
```

Relative energy of each structure, in kJ/mol: P 0.0; Q 133.6; R 412.8.

## P
# C3H3NO3

A single C3H3NO3 molecule (ωB97M-V with the def2-TZVPD basis set, the Open Molecules 2025 dataset).

LUMO energy, eV: -0.0698
SMILES: [H]/N=C(/C=O)OC=O
Orbital gap, eV: 10.579

The geometry in XYZ format:
```
10
C3H3NO3, DFT ωB97M-V with the def2-TZVPD basis set
H -0.32652 1.69714 -1.80082
N -0.94255 1.38060 -1.04952
C -0.44308 0.41106 -0.42296
C -1.28650 -0.28365 0.62419
O -1.30968 -1.48128 0.73724
O 0.77741 -0.14603 -0.76310
C 1.59178 -0.55942 0.24656
O 1.37508 -0.40702 1.41215
H -1.92184 0.40710 1.20879
H 2.48591 -1.01850 -0.19255
```

## Q
# C3H3NO3

2 unconnected molecules or ions with the total composition C3H3NO3 (ωB97M-V with the def2-TZVPD basis set, the Open Molecules 2025 dataset).

LUMO energy (spin up / spin down), eV: -0.0440 / -0.1872
Orbital gap (spin up / spin down), eV: 8.440 / 8.400

The geometry in XYZ format:
```
10
C3H3NO3, DFT ωB97M-V with the def2-TZVPD basis set
C -0.91267 -2.41776 0.64463
C 1.09265 0.98043 -0.15986
C -0.12533 1.75855 0.00993
N 1.69813 -1.15111 -0.97907
O -1.71892 -2.43331 -0.20879
O -0.13605 -2.46651 1.49133
O 1.30268 -0.11573 -0.59458
H -0.54303 1.72403 -1.01634
H 0.15667 2.72387 0.15011
H -0.81412 1.39754 0.66263
```

Relative energy of each structure, in kJ/mol: P 0.0; Q 593.3.

## P
# C3H3NO3

A single C3H3NO3 molecule (ωB97M-V with the def2-TZVPD basis set, the Open Molecules 2025 dataset).

LUMO energy (spin up / spin down), eV: -1.7760 / -1.3870
Orbital gap (spin up / spin down), eV: 7.522 / 8.310

The geometry in XYZ format:
```
10
C3H3NO3, DFT ωB97M-V with the def2-TZVPD basis set
C 1.95082 0.33897 0.41564
C 0.88720 -0.69010 0.46045
C -2.25849 0.33324 -0.58261
N -0.89577 0.24586 -0.62434
O -3.01272 -0.37559 -0.00782
O 2.76898 0.23112 -0.44592
O -0.35570 -0.70807 0.08660
H 2.01414 1.13262 1.27259
H 1.42092 -1.61028 0.71978
H -2.51938 1.10224 -1.29437
```

## Q
# C3H3NO3

A single C3H3NO3 molecule (ωB97M-V with the def2-TZVPD basis set, the Open Molecules 2025 dataset).

LUMO energy, eV: -0.7385
Orbital gap, eV: 9.637

The geometry in XYZ format:
```
10
C3H3NO3, DFT ωB97M-V with the def2-TZVPD basis set
N -0.03334 0.82166 -0.39165
C -0.53369 -0.28575 0.04986
O 0.38036 -1.07378 0.46816
C 1.57522 0.07656 -0.03403
O 2.26625 0.55591 0.79532
C -2.00017 -0.65947 0.06042
O -2.38217 -1.74046 0.41588
H -0.55627 1.58894 -0.79600
H 1.82571 -0.33445 -1.01606
H -2.68691 0.13846 -0.28544
```

## R
# C3H3NO3

A single C3H3NO3 molecule (ωB97M-V with the def2-TZVPD basis set, the Open Molecules 2025 dataset).

LUMO energy, eV: -0.7173
SMILES: [H]/N=C(/C=O)OC=O
Orbital gap, eV: 10.408

The geometry in XYZ format:
```
10
C3H3NO3, DFT ωB97M-V with the def2-TZVPD basis set
H -0.79364 -2.36199 0.13921
N 0.07432 -1.91481 0.44031
C 0.02614 -0.66360 0.29366
C 1.21024 0.14454 0.76290
O 1.19511 1.34848 0.82153
O -1.07402 0.02102 -0.13985
C -0.91153 1.15293 -0.91247
O -1.82333 1.89144 -1.10243
H 2.07044 -0.47762 1.06547
H 0.08879 1.24949 -1.35322
```

Relative energy of each structure, in kJ/mol: P 435.1; Q 111.6; R 0.0.

## P
# ClH3NOP

2 unconnected molecules or ions with the total composition ClH3NOP (ωB97M-V with the def2-TZVPD basis set, the Open Molecules 2025 dataset).

LUMO energy, eV: -0.3312
SMILES: NP=O.Cl
Orbital gap, eV: 10.187

The geometry in XYZ format:
```
7
ClH3NOP, DFT ωB97M-V with the def2-TZVPD basis set
N 1.76821 0.33975 0.27829
P 0.14017 0.76846 0.64476
O -0.62044 -0.39303 0.20658
H 2.48404 0.65674 0.93394
H 1.87803 -0.62979 0.05056
Cl -3.47971 -0.47281 -0.95862
H -2.17030 -0.26932 -1.15551
```

## Q
# ClH3NOP

2 unconnected molecules or ions with the total composition ClH3NOP (ωB97M-V with the def2-TZVPD basis set, the Open Molecules 2025 dataset).

LUMO energy, eV: -0.4892
SMILES: O=PCl.N
Orbital gap, eV: 9.543

The geometry in XYZ format:
```
7
ClH3NOP, DFT ωB97M-V with the def2-TZVPD basis set
O -2.38948 3.22335 0.66872
P -2.13464 2.84360 -0.70696
Cl -3.54381 1.48287 -1.09321
N -0.26286 0.11330 -0.27784
H 0.75457 0.04290 -0.39423
H -0.63716 0.29242 0.60772
H -0.67144 -0.48412 -0.89367
```

Relative energy of each structure, in kJ/mol: P 0.0; Q 6.3.

## P
# C3H10NO4

3 unconnected molecules or ions with the total composition C3H10NO4 (ωB97M-V with the def2-TZVPD basis set, the Open Molecules 2025 dataset).

LUMO energy, eV: 3.7422
Net charge: -1
Orbital gap, eV: 8.012

The geometry in XYZ format:
```
18
C3H10NO4, DFT ωB97M-V with the def2-TZVPD basis set
O -0.56421 -1.02947 3.07111
C -1.13909 -0.90015 2.01335
C -0.69325 -1.52129 0.72765
N -0.98956 -0.73198 -0.44759
C -0.50180 0.67053 -0.36168
O 0.80151 0.81876 -0.73817
H -2.10772 -0.35031 1.95760
H -1.30122 -2.43711 0.66065
H 0.34305 -1.84156 0.81858
H -0.47018 -1.17376 -1.19455
H -0.63893 0.98439 0.69805
H -1.20287 1.26803 -0.97827
H 1.06319 -0.93000 -3.08716
H 1.54321 -0.28849 -1.75125
O 1.72860 -1.02698 -2.40249
H 1.23527 2.29341 -0.25258
H 1.46986 2.99439 1.10599
O 1.42415 3.20158 0.16076
```

## Q
# C3H10NO4

3 unconnected molecules or ions with the total composition C3H10NO4 (ωB97M-V with the def2-TZVPD basis set, the Open Molecules 2025 dataset).

LUMO energy, eV: 3.7689
Net charge: -1
Orbital gap, eV: 7.891

The geometry in XYZ format:
```
18
C3H10NO4, DFT ωB97M-V with the def2-TZVPD basis set
O 1.01013 -0.29044 -1.69110
C 1.15376 0.22830 -0.58879
N 0.18826 0.85863 0.08322
C -1.25940 1.18075 -0.32470
O -2.13840 0.45257 0.35472
C 2.45853 0.10849 0.20252
H 0.35746 1.00320 1.06374
H -1.36299 2.25837 -0.10391
H -1.20587 1.00790 -1.41208
H 3.20614 0.74477 -0.28145
H 2.83243 -0.90258 0.03586
H 2.36212 0.38496 1.24532
H -0.85834 -1.96291 2.10235
H -1.32468 -0.63035 1.45603
O -0.82761 -1.00490 2.23233
H -2.08546 -1.02409 -0.94497
H -0.84400 -0.93505 -1.72465
O -1.66208 -1.47761 -1.70444
```

Relative energy of each structure, in kJ/mol: P 108.8; Q 0.0.

## P
# C3H10NO4

3 unconnected molecules or ions with the total composition C3H10NO4 (ωB97M-V with the def2-TZVPD basis set, the Open Molecules 2025 dataset).

LUMO energy, eV: 3.8839
Net charge: -1
Orbital gap, eV: 8.874

The geometry in XYZ format:
```
18
C3H10NO4, DFT ωB97M-V with the def2-TZVPD basis set
O -0.29082 -0.71562 0.85479
C 0.53097 -0.55668 -0.08526
O 1.14156 -1.51674 -0.64337
C 0.89898 0.80773 -0.75212
C -0.01262 1.88523 -0.13625
N 0.62220 0.74617 -2.18925
H 1.93069 1.07006 -0.55865
H 0.36769 2.14834 0.86494
H 0.06648 2.85812 -0.64314
H -1.03269 1.57872 0.06855
H 0.81341 -0.16355 -2.57641
H -0.33576 1.02759 -2.29513
H -1.42735 0.49098 1.67593
H -2.53082 -0.30210 2.18130
O -2.08304 0.51677 2.40593
H 0.89441 -3.23549 0.01299
H -0.06833 -2.95600 1.01962
O 0.51507 -3.68353 0.79552
```

## Q
# C3H10NO4

A molecular structure, C3H10NO4 (ωB97M-V with the def2-TZVPD basis set, the Open Molecules 2025 dataset).

LUMO energy, eV: 3.7862
Net charge: -1
Orbital gap, eV: 8.230

The geometry in XYZ format:
```
18
C3H10NO4, DFT ωB97M-V with the def2-TZVPD basis set
O -3.59437 -0.77317 -0.47400
C -2.74581 0.11671 -0.51831
C -1.36528 0.08073 0.01902
N -0.49609 1.19192 -0.20097
C 0.61132 1.23483 0.81892
O 1.49188 0.21735 0.77324
H -2.88158 1.02206 -1.15725
H -1.58485 -0.43827 -1.06733
H -1.24328 -0.37196 0.99798
H -0.09195 1.01789 -1.12345
H 0.00323 1.12655 1.75785
H 1.09385 2.22092 0.79008
H 2.92590 0.18423 -1.79527
H 1.79144 -0.01477 -0.72186
O 2.02100 -0.14584 -1.72498
H 1.76072 -1.60256 1.47497
H 0.70840 -2.52404 0.89896
O 1.59543 -2.54256 1.25239
```

Relative energy of each structure, in kJ/mol: P 0.0; Q 344.0.

## P
# C6H8N2

A single C6H8N2 molecule (ωB97M-V with the def2-TZVPD basis set, the Open Molecules 2025 dataset).

LUMO energy (spin up / spin down), eV: -1.2843 / -1.0851
SMILES: [H]/N=C(\C)[C@@H]1C(=C)/C1=N/[H]
Orbital gap (spin up / spin down), eV: 6.346 / 6.729

The geometry in XYZ format:
```
16
C6H8N2, DFT ωB97M-V with the def2-TZVPD basis set
H 1.71354 2.21192 -1.52251
N 0.83755 1.68461 -1.58064
C 0.77210 0.73182 -0.71899
C 1.93285 0.42575 0.18306
C -0.68237 0.11684 -0.68914
C -1.29932 0.15750 0.68488
C -2.44007 -0.25021 1.24882
C -0.55669 -0.98050 0.15897
N -0.22180 -2.19541 0.20307
H 0.42627 -2.42002 -0.55715
H 2.29266 -0.58761 -0.01173
H 2.76882 1.10673 0.00551
H 1.64860 0.53590 1.23214
H -1.25304 0.19588 -1.60173
H -2.76217 0.14889 2.20471
H -3.17692 -0.88212 0.76074
```

## Q
# C6H8N2

A single C6H8N2 molecule (ωB97M-V with the def2-TZVPD basis set, the Open Molecules 2025 dataset).

LUMO energy, eV: -0.3271
SMILES: C#C/C(C=C)=N/NC
Orbital gap, eV: 8.245

The geometry in XYZ format:
```
16
C6H8N2, DFT ωB97M-V with the def2-TZVPD basis set
C -1.56664 2.21069 -1.83479
C -0.90573 1.71584 -1.02628
C -0.28741 0.73421 -0.11513
C 0.50072 -0.19139 -0.83707
C 0.43165 -0.66108 -2.09529
N -0.24343 1.10145 1.21435
N 0.70474 0.31257 1.88609
C 0.29707 -1.21303 2.08536
H -1.84774 2.78657 -2.68129
H 1.14553 -1.17887 -0.26235
H -0.26936 0.01197 -2.69040
H 1.23456 -1.49743 -2.40118
H 0.54117 0.77098 2.73148
H 0.69897 -1.74241 2.85724
H 0.42293 -1.77123 1.16980
H -0.85702 -1.38885 1.99947
```

Relative energy of each structure, in kJ/mol: P 0.0; Q 26.0.